The following is a DFT calculation (ωB97M-V/def2-TZVPD) of a 5-piece molecular cluster, C22H46O6P overall.

The energy is -1658.29136 a.u. The HOMO energy comes out at -11.1 eV. For the frontier orbital gap, the calculation gives 7.569 eV.

```
! RIJCOSX wB97M-V def2-TZVPD def2/J DEFGRID3
* xyz 1 1
O -1.946 -3.772 0.717
C -1.652 -3.777 -0.449
C -1.006 -2.540 -1.070
P 0.592 -2.865 -1.823
C 1.689 -3.878 -0.822
C 2.422 -3.174 0.337
C 1.540 -2.368 1.309
C 1.450 -0.866 1.016
O 2.726 -0.241 0.993
H -1.889 -4.634 -1.100
H -0.916 -1.773 -0.292
H -1.670 -2.143 -1.852
H 0.355 -3.535 -3.024
H 1.187 -1.656 -2.180
H 2.404 -4.362 -1.497
H 1.045 -4.671 -0.414
H 3.255 -2.571 -0.039
H 2.891 -3.987 0.903
H 0.536 -2.815 1.350
H 1.957 -2.471 2.316
H 0.903 -0.389 1.836
H 0.902 -0.641 0.087
H 3.135 -0.348 0.128
C -3.909 -1.406 2.827
C -4.759 -1.029 1.614
C -4.170 0.320 1.224
O -2.786 0.273 1.594
C -2.546 -0.871 2.413
H -3.895 -2.475 3.034
H -4.264 -0.888 3.719
H -4.604 -1.755 0.811
H -5.826 -0.978 1.822
H -4.655 1.136 1.769
H -4.242 0.528 0.156
H -2.005 -1.611 1.812
H -1.918 -0.580 3.258
C -4.905 3.631 -3.505
C -3.822 3.971 -2.480
C -4.025 2.865 -1.454
O -4.493 1.720 -2.187
C -4.863 2.111 -3.509
H -4.723 4.057 -4.491
H -5.878 3.981 -3.157
H -2.829 3.896 -2.928
H -3.931 4.966 -2.053
H -4.789 3.142 -0.718
H -3.114 2.600 -0.927
H -4.113 1.739 -4.217
H -5.824 1.657 -3.756
C 6.537 -2.736 2.176
C 6.495 -1.561 1.202
C 7.285 -2.115 0.022
O 7.043 -3.525 0.007
C 6.425 -3.924 1.229
H 5.746 -2.715 2.924
H 7.496 -2.759 2.696
H 5.461 -1.351 0.910
H 6.923 -0.645 1.602
H 8.357 -1.939 0.144
H 6.976 -1.696 -0.937
H 5.375 -4.171 1.021
H 6.918 -4.820 1.606
C 0.129 5.836 0.117
C 1.023 4.599 0.093
C -0.009 3.479 0.098
O -1.153 3.982 -0.596
C -1.023 5.397 -0.776
H 0.619 6.738 -0.245
H -0.228 6.025 1.132
H 1.609 4.575 -0.829
H 1.711 4.539 0.935
H -0.302 3.211 1.118
H 0.338 2.576 -0.409
H -0.809 5.603 -1.830
H -1.969 5.872 -0.517
*
```

---

The following is a DFT calculation (ωB97M-V/def2-TZVPD) of a 3-piece molecular cluster, C22H47N2O11P2S2 overall in a non-equilibrium geometry.

The energy is -3282.44978 a.u. The HOMO energy comes out at -11.5 eV. For the frontier orbital gap, the calculation gives 6.734 eV.

```
! RIJCOSX wB97M-V def2-TZVPD def2/J DEFGRID3
* xyz 1 1
O 5.309 -0.172 1.860
S 4.637 0.344 0.711
O 5.026 -0.366 -0.473
O 3.063 0.136 0.961
C 5.045 2.106 0.615
C 3.790 3.011 0.502
C 3.203 3.040 -0.950
N 1.793 2.604 -0.854
C 1.334 1.506 -1.421
C 0.040 1.003 -1.344
C -0.846 1.783 -0.571
C -2.280 1.372 -0.348
C -2.822 1.768 1.067
C -2.720 0.571 2.077
S -2.048 1.122 3.694
C -0.240 2.960 -0.046
N 0.989 3.380 -0.153
H 2.713 -0.517 0.335
H 5.784 2.291 -0.172
H 5.532 2.344 1.569
H 3.054 2.572 1.190
H 3.977 4.019 0.886
H 3.237 4.063 -1.343
H 3.768 2.401 -1.634
H 2.063 0.921 -1.990
H -0.282 0.087 -1.829
H -2.305 0.274 -0.390
H -2.896 1.783 -1.161
H -3.866 2.075 0.948
H -2.260 2.596 1.507
H -3.729 0.161 2.193
H -2.050 -0.208 1.692
H -2.038 2.474 3.603
H -0.895 3.615 0.533
O -4.005 1.270 -4.472
P -4.032 1.103 -5.957
O -2.458 1.271 -6.373
C -1.543 0.222 -6.064
C -1.661 -0.937 -7.038
O -4.554 2.604 -6.382
C -5.299 3.411 -5.469
C -4.402 4.427 -4.793
O -4.437 0.540 -7.442
C -5.839 0.309 -7.745
C -6.475 1.523 -8.399
H -1.695 -0.118 -5.033
H -0.542 0.652 -6.129
H -2.621 -1.445 -6.926
H -0.868 -1.667 -6.866
H -1.600 -0.581 -8.066
H -5.826 2.795 -4.741
H -6.061 3.936 -6.050
H -3.538 3.951 -4.326
H -4.952 4.980 -4.029
H -4.015 5.138 -5.524
H -6.382 0.014 -6.845
H -5.867 -0.531 -8.438
H -6.824 2.235 -7.654
H -7.345 1.223 -8.986
H -5.767 2.039 -9.046
O 2.296 -1.842 6.688
P 3.027 -3.031 6.160
O 2.974 -2.810 4.543
C 3.783 -1.787 3.957
C 5.235 -2.205 3.832
O 1.838 -4.162 6.314
C 0.781 -3.990 7.259
C -0.463 -3.452 6.584
O 4.141 -4.232 6.029
C 4.531 -4.953 7.224
C 3.696 -6.207 7.419
H 3.692 -0.862 4.535
H 3.373 -1.600 2.965
H 5.698 -2.308 4.817
H 5.798 -1.466 3.267
H 5.318 -3.173 3.335
H 1.094 -3.353 8.085
H 0.564 -4.975 7.682
H -0.251 -2.544 6.020
H -1.238 -3.233 7.320
H -0.855 -4.183 5.874
H 4.478 -4.303 8.100
H 5.575 -5.234 7.085
H 2.766 -5.984 7.939
H 4.237 -6.931 8.029
H 3.440 -6.661 6.462
*
```

---

The following is a DFT calculation (ωB97M-V/def2-TZVPD) of C22H47N9S2Y as an isolated structure.

The energy is -2193.33006 a.u. The HOMO energy comes out at -17.5 eV. For the frontier orbital gap, the calculation gives 9.601 eV.

```
! RIJCOSX wB97M-V def2-TZVPD def2/J DEFGRID3
* xyz 3 1
Y 0.362 -0.068 0.236
C -0.399 -2.284 3.181
C -1.130 -0.959 3.355
N -0.660 0.155 2.479
C -1.739 1.148 2.239
C -2.728 0.595 1.233
N -2.073 0.185 -0.043
C -2.908 -0.896 -0.638
C -2.603 -1.294 -2.090
C -1.263 -0.890 -2.685
N -0.048 -1.256 -1.912
C 0.188 -2.718 -1.802
C -0.387 -3.274 -0.516
N 0.094 -2.516 0.670
C -0.663 -3.003 1.863
H -0.765 -2.940 3.972
H 0.671 -2.182 3.370
H -1.068 -0.643 4.398
H -2.185 -1.132 3.151
H 0.064 0.639 3.002
H -1.289 2.077 1.870
H -2.267 1.394 3.164
H -3.534 1.307 1.049
H -3.199 -0.293 1.652
H -2.109 1.003 -0.666
H -3.959 -0.602 -0.580
H -2.805 -1.759 0.021
H -3.356 -0.857 -2.747
H -2.741 -2.372 -2.183
H -1.238 0.193 -2.807
H -1.202 -1.317 -3.689
H 0.730 -0.897 -2.462
H 1.266 -2.888 -1.827
H -0.236 -3.250 -2.656
H -0.142 -4.336 -0.430
H -1.472 -3.204 -0.529
H 1.065 -2.793 0.817
H -0.464 -4.069 1.995
H -1.725 -2.914 1.623
S 2.927 -0.736 -1.162
C 3.989 0.474 -1.695
N 5.065 0.220 -2.398
C 5.986 1.335 -2.656
C 5.135 2.597 -2.561
S 3.801 2.170 -1.384
H 5.315 -0.734 -2.628
H 6.431 1.228 -3.643
H 6.778 1.324 -1.906
H 4.679 2.865 -3.511
H 5.694 3.444 -2.174
N 2.305 -0.634 1.969
C 2.452 0.733 2.335
C 3.101 1.153 3.481
C 3.158 2.516 3.740
C 2.580 3.398 2.840
C 1.942 2.885 1.729
N 1.848 1.570 1.475
H 2.421 -1.239 2.776
H 3.031 -0.887 1.297
H 3.567 0.438 4.146
H 3.658 2.882 4.627
H 2.623 4.466 3.001
H 1.492 3.561 1.012
C -0.081 4.669 -2.394
C -1.278 3.973 -1.749
C -2.524 4.155 -2.611
C -1.536 4.506 -0.343
N -1.085 2.491 -1.671
N 0.142 2.082 -1.015
H -0.280 5.736 -2.483
H 0.101 4.285 -3.400
H 0.836 4.569 -1.805
H -2.734 5.215 -2.740
H -3.394 3.688 -2.150
H -2.379 3.726 -3.606
H -1.830 5.554 -0.396
H -0.647 4.478 0.297
H -2.347 3.955 0.137
H -1.030 2.154 -2.628
H 0.234 2.728 -0.231
H 0.954 2.303 -1.599
*
```